# C32H24N5O4V

C32H24N5O4V as an isolated structure (the ωB97M-V functional and the def2-TZVPD basis, the Open Molecules 2025 dataset).

Structure (XYZ):
```
66
Properties=species:S:1:pos:R:3
V 0.0416 -0.0841 0.3205
O -0.4304 -1.4036 1.5722
C -0.6993 -2.6621 1.8397
C -1.2445 -2.9904 3.0914
C -1.4807 -4.3072 3.4383
C -1.1801 -5.3352 2.5536
C -0.6554 -5.0155 1.3118
C -0.4126 -3.7008 0.9259
C 0.0421 -3.4213 -0.4935
N 1.3412 -2.7967 -0.5973
C 1.7915 -2.3460 -1.9029
C 1.3627 -0.9304 -2.3738
N 1.4906 -0.0246 -1.2491
C 2.5814 0.6689 -1.1465
C 2.9795 1.2376 0.0988
C 3.6399 2.5381 0.1922
C 3.6357 3.2848 1.2974
C 2.9673 2.8319 2.5599
C 2.4273 1.3830 2.5101
C 2.5177 0.6175 1.2394
O 1.9067 -0.5077 1.2758
H -1.4623 -2.1793 3.7735
H -1.8982 -4.5325 4.4128
H -1.3541 -6.3686 2.8238
H -0.4271 -5.8079 0.6061
H 1.5835 -2.1574 0.1512
H 1.4834 -3.0836 -2.6520
H 2.8857 -2.3519 -1.8840
H 0.3434 -0.9110 -2.7518
H 2.0329 -0.6318 -3.1905
H 3.1871 0.8437 -2.0429
H 4.1159 2.9194 -0.7072
H 4.1226 4.2533 1.3009
H 3.6202 3.0244 3.4138
H 2.6543 0.7596 3.3743
O -3.2782 5.1827 -2.8334
C -3.5257 3.9777 -3.0224
O -4.3483 3.4328 -3.7866
C -2.6826 2.9945 -2.1835
C -1.7481 3.4273 -1.2884
C -1.0004 2.5051 -0.5240
N -1.1428 1.1641 -0.7260
C -2.1059 0.7335 -1.5986
C -2.8714 1.6086 -2.3171
C -2.1595 -0.7189 -1.7164
C -3.0807 -1.3787 -2.5252
C -2.9906 -2.7480 -2.6563
C -1.9690 -3.4193 -2.0028
C -1.0936 -2.7026 -1.2021
N -1.2106 -1.3817 -1.0293
C -0.1556 2.7936 0.5708
C 0.1329 4.1612 0.9828
C 0.9214 4.4285 2.0237
C 1.4920 3.3205 2.8272
C 0.9579 1.9030 2.5106
N 0.3057 1.7118 1.1976
H -1.6325 4.4978 -1.1817
H -3.6238 1.2829 -3.0224
H -3.8365 -0.8122 -3.0474
H -3.6940 -3.2845 -3.2804
H -1.8365 -4.4886 -2.0977
H 0.1086 -4.3992 -0.9875
H -0.2876 4.9583 0.3867
H 1.1719 5.4517 2.2792
H 1.3688 3.5238 3.8939
H 0.3053 1.4616 3.2649
```

Computed properties:
largest force on an atom = 0.5 eV/A
total charge = -1
Kohn-Sham gap (alpha / beta) = 5.90 / 5.81 eV
highest occupied orbital energy (alpha / beta) = -3.72 / -3.74 eV
multiplicity = 2
DFT total energy = -74904.7097 eV